C29H37ClN6OPt | ωB97M-V with the def2-TZVPD basis set

```
! wB97M-V def2-TZVPD RIJCOSX def2/J DEFGRID3
* xyz 2 1
H -1.0929 5.4164 -4.5509
C 0.9533 1.7080 -3.6657
C 2.1665 0.3388 2.6238
H 2.6159 -2.2187 -1.7784
H 1.1401 1.4102 -4.6990
C -1.3608 2.5150 -2.6023
C -3.1184 -2.7074 1.5542
C 2.6236 -2.8675 3.2793
N -0.6530 2.2089 -0.2198
H 1.1834 -0.9728 -3.3509
C 1.9052 0.9646 -2.7613
H -1.0347 4.0219 -1.0538
C 0.4944 -2.1141 0.7212
N -1.5961 2.3986 0.7245
N 1.4195 -2.2322 3.5004
C -1.7972 -4.5576 2.4205
H -3.3946 2.4439 -4.5128
H 0.5713 -4.2347 6.7482
C -1.9661 -2.1345 1.0486
H 1.4066 -2.7027 0.7242
H 2.1411 1.2050 1.9704
C -0.7181 -2.7550 1.2335
O -2.4802 1.8431 -2.0217
C 2.6407 -1.1367 -1.8024
C -2.8394 4.5830 -2.7718
H 2.2532 -3.8568 7.1850
C 0.1230 1.1876 0.0942
N -0.3004 0.6797 1.2551
C 0.9356 -2.7039 4.6447
H -1.0767 1.1185 -4.2016
C -0.6528 -3.9750 1.9328
H -0.0695 4.9444 -3.2112
H 0.3890 -1.5028 -0.1694
C 2.8153 1.6271 -1.9431
H 1.1826 2.7713 -3.6207
H 2.0913 0.6388 3.6740
H 0.3043 -4.4668 2.0612
C -1.8482 3.6828 -3.5257
H 3.2360 -2.6597 2.4178
H 1.8697 -5.3536 6.3021
H -2.0317 -1.2157 0.4782
C -0.5973 3.0881 -1.3906
C 1.8506 -0.4288 -2.6920
C 3.4953 -0.4430 -0.9564
N -5.1757 -4.9811 3.2151
H 0.4521 3.2553 -1.6191
N 1.7706 -3.6087 5.1566
H -3.6939 4.0281 -2.3872
H 0.9679 0.8505 -0.4862
H -0.0488 4.0216 -4.7282
H 3.0558 -0.2628 2.4596
C -0.6874 4.5530 -4.0231
H -4.0804 -2.2371 1.4062
H -2.3885 5.1212 -1.9372
C -2.5711 3.1209 -4.7588
H -3.1749 1.7650 -2.6845
H 2.9123 2.7049 -2.0100
Pt 0.5398 -0.8241 2.3221
H -1.8966 2.6018 -5.4390
H 4.3149 1.4580 -0.4016
H -1.9511 1.3360 2.4983
C -0.5281 1.4245 -3.3128
H 3.6600 -4.3978 4.5073
H -0.5709 0.5565 -2.6484
Cl 4.4637 -1.3335 0.1860
H -1.7597 -5.5086 2.9336
H -3.0133 3.9469 -5.3155
C -4.2213 -4.5155 2.7789
C 1.6086 -4.3073 6.4344
H 0.0042 -2.4174 5.1050
C 3.6084 0.9346 -1.0321
C -3.0321 -3.9160 2.2420
H -3.2149 5.3401 -3.4599
C 2.8421 -3.7281 4.3062
C -1.3709 1.4633 1.5995
*
```

Results
- Kohn-Sham gap: 0.236 Ha
- Relative energy (zero: lowest compared OMol25 entry of this formula, charge and spin): 0.92 kcal/mol
- E_tot: -2110.01040 hartree
- LUMO: -7.794 eV

Here are the Mulliken charges for atoms 1 to 4, given in e: 0.53, -1.45, -1.16, 0.57

=====

ClH4NSi | ωB97M-V with the def2-TZVPD basis set

```
! wB97M-V def2-TZVPD RIJCOSX def2/J DEFGRID3
* xyz 0 1
H -3.0854 -0.2085 -0.0496
Si 2.1462 -0.0848 0.8956
H -1.4009 0.4207 0.1192
Cl 3.1456 0.1721 -0.8970
H 3.3399 -0.7917 1.6082
H -2.0284 0.5749 -1.2408
N -2.1170 -0.0827 -0.4356
*
```

Results
- Kohn-Sham gap: 0.299 Ha
- Relative energy (zero: lowest compared OMol25 entry of this formula, charge and spin): 60.50 kcal/mol
- E_tot: -806.80200 hartree
- LUMO: -0.976 eV

Here are the Mulliken charges for atoms 1 to 4, given in e: 0.22, 0.26, 0.20, -0.19